{
  "formula": "C47H104N4O6P",
  "method": "ωB97M-V with the def2-TZVPD basis set",
  "largest_force_ev_per_a": 5.491,
  "charge": 1,
  "orbital_gap_ev": 5.74,
  "homo_energy_ev": -10.54,
  "lumo_energy_ev": -4.80,
  "symbols": ["C", "C", "C", "C", "C", "C", "C", "C", "C", "C", "C", "C", "C", "C", "C", "C", "C", "C", "C", "C", "C", "N", "N", "C", "C", "C", "C", "O", "C", "N", "C", "P", "N", "H", "H", "H", "H", "H", "H", "H", "H", "H", "H", "H", "H", "H", "H", "H", "H", "H", "H", "H", "H", "H", "H", "H", "H", "H", "H", "H", "H", "H", "H", "H", "H", "H", "H", "H", "H", "H", "H", "H", "H", "H", "H", "H", "H", "H", "H", "H", "H", "H", "H", "H", "H", "H", "H", "C", "C", "O", "C", "C", "H", "H", "H", "H", "H", "H", "H", "H", "H", "H", "C", "C", "O", "C", "C", "H", "H", "H", "H", "H", "H", "H", "H", "H", "H", "C", "C", "O", "C", "C", "H", "H", "H", "H", "H", "H", "H", "H", "H", "H", "C", "C", "O", "C", "C", "H", "H", "H", "H", "H", "H", "H", "H", "H", "H", "C", "C", "O", "C", "C", "H", "H", "H", "H", "H", "H", "H", "H", "H", "H"],
  "positions_angstrom": [[-1.8577, -3.2291, 6.1241], [-1.7023, -4.4110, 5.0444], [-1.2447, -3.9231, 3.5953], [-0.3387, -5.1086, 2.9506], [-0.7729, -5.2530, 1.4232], [0.4046, -5.6320, 0.4184], [1.5514, -4.5280, 0.5418], [2.3249, -4.2146, -0.8159], [3.5260, -3.2080, -0.4320], [4.2497, -2.5647, -1.7007], [4.9931, -1.2279, -1.1896], [4.1065, 0.0312, -1.6455], [4.9917, 1.1102, -2.4664], [4.5429, 2.5490, -1.9507], [4.9694, 3.7661, -2.8965], [5.7176, 4.9356, -2.1152], [4.7094, 5.9946, -1.4187], [5.5247, 6.6418, -0.2014], [5.4800, 5.6197, 1.0264], [4.5180, 6.0298, 2.2299], [3.3234, 7.0038, 1.8090], [3.4905, 8.3611, 1.9783], [2.6669, 9.3723, 1.7484], [1.4947, 8.8896, 1.2190], [1.0496, 7.4789, 0.9358], [-0.3874, 7.2032, 0.3379], [-0.1672, 6.8482, -1.2302], [-0.2373, 8.0042, -2.0792], [-1.0829, 5.6276, -1.7194], [-0.1637, 4.7208, -2.4997], [2.0532, 6.3870, 1.2851], [1.7015, 4.5549, 1.0657], [2.9240, 3.6800, 0.5402], [-2.8143, -3.4222, 6.7102], [-0.9546, -3.2779, 6.8254], [-1.9039, -2.2054, 5.6216], [-0.9707, -5.1646, 5.4886], [-2.7286, -4.9007, 4.9343], [-0.6333, -2.9623, 3.7080], [-2.1195, -3.6489, 2.9144], [0.7341, -4.7858, 3.1118], [-0.4664, -6.0854, 3.5324], [-1.3271, -4.3570, 1.0075], [-1.5202, -6.1243, 1.3844], [0.0170, -5.6076, -0.6600], [0.8200, -6.6829, 0.5688], [1.0963, -3.5587, 0.9130], [2.3337, -4.9214, 1.2788], [2.7388, -5.1819, -1.2587], [1.6569, -3.7320, -1.6089], [3.0111, -2.3406, 0.1169], [4.2617, -3.6576, 0.3021], [3.5148, -2.3877, -2.5401], [5.0861, -3.2850, -2.0030], [6.0628, -1.1357, -1.5434], [5.0021, -1.2580, -0.0518], [3.1546, -0.2601, -2.2024], [3.7670, 0.5463, -0.6774], [4.8198, 0.9276, -3.5705], [6.0817, 0.9223, -2.1729], [4.9935, 2.7341, -0.9217], [3.4149, 2.5365, -1.8589], [5.6896, 3.3500, -3.6863], [4.0576, 4.1268, -3.4822], [6.4085, 4.4456, -1.3434], [6.3959, 5.4580, -2.8709], [3.7201, 5.5290, -1.1282], [4.5340, 6.7961, -2.2168], [6.6158, 6.6800, -0.5492], [5.2409, 7.7093, 0.0459], [6.5409, 5.5862, 1.4609], [5.2973, 4.5852, 0.6007], [5.0993, 6.5934, 3.0422], [4.0968, 5.1064, 2.7291], [4.4113, 8.6604, 2.3471], [0.7399, 9.7037, 0.9558], [-0.9969, 8.1672, 0.3824], [-0.9554, 6.3828, 0.8903], [0.9191, 6.4856, -1.2938], [-1.1334, 8.0807, -2.4611], [-1.9206, 6.0178, -2.3821], [-1.4756, 5.0247, -0.8348], [-0.6999, 4.1758, -3.1819], [0.5027, 5.3138, -3.0234], [0.6362, 4.4725, 0.0878], [1.2402, 4.0062, 2.3018], [3.1571, 2.9254, 1.1950], [-4.3589, 4.6496, 4.0749], [-4.3247, 4.6097, 2.5565], [-3.0553, 4.9460, 2.0067], [-1.9670, 4.1148, 2.3802], [-2.1480, 2.6593, 1.9861], [-4.0717, 5.6407, 4.4375], [-5.3628, 4.4195, 4.4381], [-3.6713, 3.9274, 4.5180], [-5.0337, 5.3440, 2.1691], [-4.6533, 3.6361, 2.1813], [-1.7693, 4.2107, 3.4533], [-1.0886, 4.5139, 1.8671], [-3.0119, 2.2078, 2.4756], [-1.2646, 2.0781, 2.2619], [-2.3009, 2.5720, 0.9070], [4.6964, 2.2666, -8.5894], [4.0141, 2.4892, -7.2500], [4.2800, 3.7639, -6.6814], [3.8762, 4.8916, -7.4451], [2.3839, 4.9321, -7.7258], [5.7788, 2.3876, -8.4912], [4.4869, 1.2604, -8.9601], [4.3552, 2.9768, -9.3442], [4.3870, 1.7491, -6.5382], [2.9344, 2.3267, -7.3271], [4.4533, 4.9447, -8.3740], [4.1501, 5.7737, -6.8607], [2.0545, 4.0739, -8.3142], [2.1265, 5.8375, -8.2801], [1.8191, 4.9227, -6.7894], [-0.3549, -6.8002, -5.3279], [-1.0656, -6.6087, -3.9985], [-0.8276, -5.3400, -3.4043], [-1.2316, -4.2056, -4.1570], [-2.7186, -4.1798, -4.4658], [0.7238, -6.6668, -5.2068], [-0.5438, -7.8028, -5.7189], [-0.6910, -6.0821, -6.0776], [-0.6966, -7.3553, -3.2918], [-2.1412, -6.7839, -4.0990], [-0.6375, -4.1297, -5.0739], [-0.9807, -3.3297, -3.5531], [-3.0253, -5.0323, -5.0743], [-2.9774, -3.2686, -5.0102], [-3.3008, -4.2119, -3.5411], [-4.4173, -9.7706, 6.1330], [-4.2130, -8.2698, 6.0091], [-3.3724, -7.8981, 4.9257], [-3.8104, -8.2750, 3.6281], [-5.1575, -7.6856, 3.2507], [-3.4554, -10.2788, 6.2454], [-5.0397, -9.9990, 7.0014], [-4.9075, -10.1897, 5.2529], [-3.7272, -7.9051, 6.9169], [-5.1723, -7.7470, 5.9408], [-3.8154, -9.3659, 3.5327], [-3.0552, -7.9077, 2.9280], [-5.9536, -8.0238, 3.9162], [-5.4271, -7.9735, 2.2319], [-5.1246, -6.5947, 3.3089], [-5.9277, -2.4119, 4.2331], [-6.1558, -3.7924, 3.6396], [-7.4912, -4.2548, 3.7747], [-8.4969, -3.4636, 3.1580], [-8.3204, -3.3196, 1.6563], [-6.1960, -2.4031, 5.2933], [-4.8780, -2.1239, 4.1329], [-6.5310, -1.6497, 3.7368], [-5.5238, -4.5099, 4.1677], [-5.8484, -3.8251, 2.5893], [-8.5570, -2.4837, 3.6435], [-9.4475, -3.9647, 3.3559], [-7.3852, -2.8179, 1.4001], [-9.1411, -2.7368, 1.2319], [-8.3057, -4.3024, 1.1779]],
  "mulliken_charge": [-1.1664, 0.0876, -0.5671, -0.3264, -0.8177, -0.1813, -0.5611, -0.2559, -0.7241, -0.4874, -0.8201, -0.3333, -0.5448, -0.2115, -0.4398, -0.9359, -0.1086, -0.7356, 0.0044, -1.1508, 0.2458, 0.5310, -1.0342, -0.4099, -0.1301, -0.5609, 0.4277, -0.5202, -0.1533, -0.5206, 0.6042, 0.0219, -0.2909, 0.2753, 0.3236, 0.2873, 0.3658, -0.1295, 0.2470, 0.2798, 0.2509, 0.3397, 0.4034, 0.1745, -0.1140, 0.3629, 0.2176, 0.2216, 0.2655, 0.1419, 0.2581, 0.2590, 0.3254, 0.2764, 0.4875, 0.3389, 0.3842, -0.0201, 0.1052, 0.3245, 0.0234, 0.2132, 0.3590, 0.1381, 0.3736, 0.3711, -0.0965, 0.3963, 0.4072, 0.3537, 0.4540, -0.2347, 0.3782, 0.3902, 0.3997, 0.4126, 0.5434, -0.1917, -0.0750, 0.4131, 0.4400, -0.0994, 0.2658, 0.1909, 0.2019, 0.1027, 0.2618, -1.0068, -0.3764, -0.3727, 0.8533, -1.3002, 0.2896, 0.3967, 0.2646, 0.3174, 0.3162, 0.3255, -0.7916, 0.3767, 0.4273, 0.3205, -1.1255, -0.1899, -0.3658, -0.3615, -0.9856, 0.3013, 0.3972, 0.2769, 0.1951, 0.3253, 0.3091, 0.3471, 0.2674, 0.3976, 0.2121, -1.1180, -0.3237, -0.3377, -0.3239, -1.1256, 0.3056, 0.3917, 0.2634, 0.3199, 0.3335, 0.3484, 0.2922, 0.2758, 0.3905, 0.3028, -1.1193, -0.2565, -0.3963, -0.1947, -0.8019, 0.2841, 0.4075, 0.2674, 0.3588, 0.2485, 0.3151, 0.1610, 0.2907, 0.4450, -0.0197, -1.1789, 0.1259, -0.4253, -0.3247, -1.0244, 0.3342, 0.2968, 0.3388, -0.0728, 0.3444, 0.3032, 0.3466, 0.2524, 0.3979, 0.2801]
}